1.
ORCA calculation (wB97M-V/def2-TZVPD) on a structure of composition C9H31AsF6O6 at a distorted geometry.

Each line ends with the Löwdin spin population.
Atoms and positions in Å:
O: -0.1090 0.3714 0.3445  0.001
H: -0.3160 0.4411 1.2794  0.000
H: -0.4412 -0.4572 -0.0086  0.000
H: 0.8399 0.4201 0.2077  0.000
As: 2.9335 -0.5925 3.5325  0.000
F: 3.5063 -0.2675 1.8332  0.000
F: 4.4827 -0.0282 4.2481  0.000
F: 2.3003 -0.7261 5.1712  0.000
F: 1.4010 -1.2724 2.8062  0.000
F: 3.4707 -2.2585 3.6415  0.000
F: 2.2698 1.1016 3.5405  0.000
C: -5.2977 -0.0055 -2.9465  0.088
C: -4.2166 0.7675 -2.0587  0.161
C: -2.8993 0.0012 -2.2099  0.137
O: -4.1462 2.0803 -2.5597  0.557
H: -5.0957 -0.0906 -4.0142  0.002
H: -6.2568 0.4760 -2.7556  0.008
H: -5.4894 -1.0125 -2.5760  0.007
H: -4.5559 0.8168 -1.0240  0.013
H: -2.5584 0.1195 -3.2385  0.000
H: -3.0062 -1.0655 -2.0129  0.004
H: -2.1424 0.3663 -1.5157  0.011
H: -4.3957 2.1088 -3.4863  0.008
C: 3.3417 0.2649 -2.7295  0.000
C: 3.5165 0.7616 -1.3191  0.000
C: 4.1282 2.2011 -1.2241  0.000
O: 2.1941 0.8222 -0.7507  0.000
H: 4.2639 -0.0921 -3.1880  0.000
H: 2.8690 0.9859 -3.3965  0.000
H: 2.6972 -0.6086 -2.6304  0.000
H: 4.1367 0.0234 -0.8106  0.000
H: 4.9401 2.1071 -1.9453  0.000
H: 4.5725 2.3460 -0.2394  0.000
H: 3.4836 3.0441 -1.4732  0.000
H: 1.7360 1.4952 -1.2594  0.000
C: -1.7383 -2.1375 2.0830  0.000
O: -2.2150 -0.8960 1.4610  0.002
H: -2.4439 -2.7031 2.6915  0.000
H: -1.5837 -2.8293 1.2549  0.000
H: -0.8249 -1.9695 2.6536  0.000
H: -3.0178 -0.4994 1.8073  0.000
C: -1.0021 2.5170 2.7405  0.000
O: -0.3555 1.3024 2.6567  0.000
H: -0.3460 3.3851 2.8038  0.000
H: -1.5539 2.5720 1.8021  0.000
H: -1.7550 2.6493 3.5175  0.000
H: 0.4856 1.3951 3.1101  0.000
C: 0.9770 -3.0560 -0.4749  0.000
O: 0.0027 -2.1496 -0.9409  0.001
H: 0.8549 -3.3098 0.5781  0.000
H: 1.2188 -3.8371 -1.1956  0.000
H: 1.8144 -2.3583 -0.4700  0.000
H: -0.6751 -2.7201 -1.3106  0.000

Force components x, y, z for each atom (eV/Å):
O -0.99 0.27 -1.72
H -0.50 0.73 2.69
H -0.06 -1.37 -0.34
H 2.27 0.07 -0.49
As 0.93 0.07 0.93
F -0.58 -0.58 1.84
F -1.67 -0.41 -1.30
F -0.07 0.04 -1.20
F 0.85 1.09 0.36
F -0.04 1.07 -0.64
F 0.13 -1.14 -0.43
C -0.52 -0.14 0.56
C -2.45 0.43 -1.11
C 1.81 -0.70 -0.61
O 0.11 -1.21 1.99
H 0.29 0.31 0.07
H 0.06 0.48 -0.26
H 0.71 -0.08 0.24
H 0.54 0.33 0.18
H 0.11 -0.04 0.05
H -0.61 0.18 0.04
H -0.24 0.46 0.02
H 0.15 0.00 -1.17
C -0.04 -0.62 -0.27
C -0.02 1.79 -0.35
C 0.89 -1.97 -0.06
O -0.61 -0.47 0.74
H 0.11 0.24 0.05
H -0.02 0.13 0.01
H -0.12 -0.10 -0.32
H -0.37 0.28 0.62
H 0.25 0.73 0.00
H -0.17 0.13 -0.02
H -0.24 -0.31 -0.16
H 0.04 0.23 -0.14
C -0.50 -0.13 -0.49
O 0.33 -0.48 -0.28
H -0.40 0.74 0.27
H 0.49 0.16 -0.08
H -0.05 0.19 -0.16
H 0.13 -0.51 0.66
C -1.36 1.45 -1.06
O 0.48 -0.91 0.56
H 0.27 -0.15 -0.08
H -0.22 0.57 -0.16
H 0.15 -0.58 0.44
H 0.85 -0.64 0.40
C 2.28 1.59 0.51
O -1.94 -0.11 -0.62
H -0.37 -0.63 -0.23
H -0.37 -0.22 0.34
H 0.78 -0.62 0.23
H -0.48 0.33 -0.09

Output
* total charge: +1
* orbital gap (spin up / spin down): 9.26 / 2.49 eV
* energy above the lowest of the compared OMol25 structures with the same formula, charge and spin: 5.3 kcal per mole
* <S²>: 0.754
* 2S+1: 2
* maximum force: 2.84 eV/A

=====

2.
ORCA calculation (wB97M-V/def2-TZVPD) on a structure of composition C7H5NO4Sc at a distorted geometry.

Each line ends with the Löwdin charge.
Atoms and positions in Å:
O: -0.0390 -3.0623 -2.6797  0.255
C: -0.0045 -1.9542 -2.4076  0.095
Sc: 1.0535 0.0608 -1.2944  1.279
O: -3.9224 -0.0828 -4.7923  0.086
C: -2.8856 -0.0217 -4.3728  -0.030
C: 2.0802 0.0327 -2.8139  -0.046
O: 2.8000 0.0115 -3.7343  0.383
C: -0.0042 2.0234 -2.4044  0.102
O: -0.0669 3.1407 -2.6362  0.262
C: 0.5675 0.3687 3.8469  -0.020
C: -0.4791 -0.3658 2.9307  -0.113
C: -0.0332 -0.2756 1.5835  -0.037
N: 0.3794 -0.2422 0.5260  0.101
H: 1.6249 -0.0462 3.6420  0.123
H: 0.3201 0.2162 4.9004  0.107
H: 0.5767 1.4988 3.6203  0.126
H: -0.5169 -1.4197 3.1415  0.162
H: -1.4504 0.1178 2.9440  0.165

Force components x, y, z for each atom (eV/Å):
O -0.25 3.94 0.78
C 0.55 -3.69 -0.56
Sc -7.25 0.51 7.46
O 0.37 0.03 0.09
C -0.24 -0.03 0.01
C 11.25 -0.55 -14.92
O -4.31 0.16 5.31
C 0.32 4.09 -0.45
O -0.12 -4.14 0.62
C 1.77 1.17 -0.81
C 0.82 1.06 -0.28
C -1.43 -0.50 4.29
N 1.30 0.06 -2.83
H -1.69 0.61 0.48
H -0.11 -0.09 -0.26
H -0.09 -1.79 0.42
H -0.35 -0.76 0.32
H -0.53 -0.08 0.33

Output
* total charge: +3
* orbital gap: 4.88 eV
* maximum force: 18.69 eV/A

=====

3.
ORCA calculation (wB97M-V/def2-TZVPD) on a structure of composition C28H63ClMgN2NaO20P2S at a distorted geometry.

Each line ends with the Löwdin charge.
Atoms and positions in Å:
C: -1.3622 -3.6316 -2.9978  -0.075
C: -1.4726 -4.2241 -1.5151  -0.278
O: -0.2443 -4.0957 -0.7497  -0.288
P: -0.1036 -5.3415 0.4147  0.684
O: -1.2214 -5.0639 1.4426  -0.316
C: 1.5144 -5.2019 1.3916  -0.227
C: 2.0766 -3.6904 1.4166  -0.288
P: 3.8363 -3.4727 0.6700  0.539
C: 3.9593 -1.6063 1.2671  -0.254
C: 3.2674 -0.6562 0.1906  -0.226
C: 3.6371 0.8940 0.3547  -0.164
C: 5.2053 1.2122 0.3490  -0.191
C: 5.6563 2.2799 -0.7608  -0.173
C: 5.2070 1.8585 -2.2619  -0.214
O: 5.2424 0.4236 -2.3026  -0.058
C: 4.4184 -0.0983 -3.3261  -0.425
C: 4.8991 -1.4463 -4.0606  0.018
O: 3.3303 0.3680 -3.6863  0.069
O: -0.4053 -6.8913 -0.1988  -0.231
C: 0.7361 -7.4746 -0.8828  -0.272
C: 1.5728 -6.4688 -1.7963  -0.099
H: -1.9935 -4.3024 -3.6840  0.086
H: -0.3140 -3.6463 -3.4298  0.072
H: -1.8444 -2.5939 -3.0811  0.067
H: -2.2922 -3.7072 -0.9008  0.137
H: -1.8378 -5.3071 -1.6249  0.121
H: 2.2807 -5.9778 1.0846  0.077
H: 1.2454 -5.4440 2.4809  0.122
H: 2.0708 -3.3157 2.5033  0.110
H: 1.3487 -2.9984 0.8633  0.094
H: 4.4984 -3.9572 1.8562  -0.003
H: 3.8818 -4.8279 0.1168  0.016
H: 3.1860 -3.0752 -0.5850  -0.023
H: 5.1170 -3.2389 -0.0061  0.081
H: 3.4907 -1.5328 2.3133  0.091
H: 5.0813 -1.3737 1.2999  0.083
H: 3.5836 -0.9573 -0.8613  0.087
H: 2.1395 -0.7464 0.3327  0.118
H: 3.1647 1.3232 1.2994  0.124
H: 3.1622 1.4547 -0.5176  0.111
H: 5.8678 0.2929 0.2069  0.111
H: 5.4540 1.6559 1.3748  0.125
H: 5.2806 3.3408 -0.5089  0.096
H: 6.8015 2.3464 -0.6763  0.115
H: 4.1784 2.3123 -2.4131  0.117
H: 5.9635 2.3655 -2.9540  0.098
H: 4.3005 -2.2940 -3.5688  0.100
H: 5.9895 -1.6640 -3.8480  0.085
H: 4.6388 -1.4362 -5.1693  0.102
H: 0.3059 -8.2669 -1.5937  0.133
H: 1.4480 -8.0439 -0.1947  0.124
H: 0.8858 -5.7918 -2.4126  0.080
H: 2.3160 -5.8274 -1.2055  0.048
H: 2.1681 -7.0765 -2.5532  0.091
O: 1.7011 -0.7271 3.0024  -0.063
H: 1.4493 -0.3832 3.8735  0.041
H: 0.9198 -1.2135 2.7106  0.049
N: 5.6818 4.5994 -4.4807  0.197
H: 6.6882 4.4035 -4.5757  0.153
H: 5.4499 4.7270 -3.4905  0.038
H: 5.4455 5.4670 -5.0049  -0.171
H: 5.1407 3.8072 -4.8608  0.151
Mg: 4.6876 6.9539 -4.5503  0.945
C: -0.9420 -1.2487 5.4191  -0.774
O: -2.1577 -1.5314 5.5388  0.056
O: -0.1483 -2.3287 5.6330  0.082
O: -0.3869 -0.1680 5.1438  0.059
H: -0.9117 -2.9222 5.8041  0.113
C: -6.5646 1.3115 7.6005  0.017
C: -6.8750 2.0496 6.5349  0.020
C: -6.2190 1.8241 5.2281  -0.388
O: -6.5012 2.4990 4.2559  0.098
C: -5.2084 0.7488 5.1497  0.032
C: -4.8976 0.0108 6.2152  0.006
C: -5.5526 0.2355 7.5205  -0.378
O: -5.2713 -0.4404 8.4944  0.089
H: -7.0339 1.4626 8.5647  0.119
H: -7.6137 2.8406 6.5751  0.121
H: -4.7391 0.5967 4.1860  0.127
H: -4.1594 -0.7786 6.1739  0.078
C: -5.5955 -3.9757 6.9950  0.051
N: -4.8240 -3.4501 5.8394  -0.429
O: -3.7110 -3.9048 5.6546  0.062
O: -5.3654 -2.5974 5.1585  0.053
H: -4.9934 -4.7228 7.5071  0.095
H: -5.8117 -3.1355 7.6543  0.091
H: -6.5106 -4.4182 6.6045  0.101
C: 0.1010 4.5846 -3.7683  -0.281
S: -0.0335 6.2299 -4.5020  0.790
O: 0.8662 7.1455 -3.7240  -0.607
C: -1.7153 6.5435 -3.9471  -0.247
H: 1.1059 4.2006 -3.9582  0.021
H: -0.0682 4.6430 -2.6915  0.064
H: -0.6321 3.9204 -4.2281  0.048
H: -1.7640 6.4785 -2.8623  0.031
H: -2.3913 5.8147 -4.3996  0.065
H: -2.0016 7.5472 -4.2622  0.062
O: -2.6916 9.9252 -2.5996  -0.384
Cl: -2.4758 9.2490 -1.3374  0.645
O: -1.3545 9.8522 -0.6489  -0.387
O: -2.1856 7.8495 -1.5911  -0.425
O: -3.6619 9.3539 -0.5203  -0.363
C: -4.3520 1.9768 -1.1955  -0.096
O: -3.1441 2.3906 -1.8236  -0.195
C: -2.1616 1.3625 -1.8439  -0.206
C: -2.1053 0.6705 -3.2010  -0.207
O: -3.3104 -0.0410 -3.4733  -0.201
C: -4.1769 0.6763 -4.3432  -0.103
H: -5.1311 2.6966 -1.4544  0.096
H: -4.6710 0.9861 -1.5262  0.084
H: -4.2228 1.9807 -0.1094  0.093
H: -2.3392 0.6392 -1.0404  0.127
H: -1.1941 1.8422 -1.6550  0.114
H: -1.2949 -0.0673 -3.1870  0.112
H: -1.8895 1.3887 -3.9999  0.114
H: -3.8112 0.6026 -5.3723  0.087
H: -4.2624 1.7279 -4.0603  0.085
H: -5.1668 0.2214 -4.2883  0.093
Na: 5.6487 6.6555 -1.3618  0.603

Force components x, y, z for each atom (eV/Å):
C -0.79 -0.14 -0.09
C -1.95 0.00 -0.73
O 1.11 -2.81 0.76
P -4.98 1.22 2.92
O 2.94 -0.86 -2.54
C 0.85 0.09 0.07
C -3.50 -0.16 1.54
P -0.04 -1.22 -1.15
C 0.77 3.41 0.29
C -0.17 -0.21 0.49
C 0.21 0.14 0.06
C -0.04 0.57 0.32
C 0.67 -0.29 0.18
C 0.15 1.55 2.50
O -0.92 0.63 -2.40
C -2.08 -1.10 -2.07
C 0.04 0.03 1.53
O 3.26 -0.20 1.54
O 2.48 2.52 0.18
C 0.78 -1.11 -1.86
C -0.08 -0.08 -0.34
H 0.89 0.93 1.02
H -1.15 0.13 0.77
H 1.01 -1.39 0.21
H 1.19 -0.60 -1.05
H 0.95 1.37 0.42
H -0.88 1.02 0.27
H -0.08 0.25 -1.76
H 0.62 -0.59 -1.53
H 1.39 -0.92 0.37
H 0.00 0.22 0.15
H 0.24 -0.04 0.12
H 0.16 0.18 0.01
H 0.05 0.13 0.03
H 0.47 -0.42 -1.53
H -1.60 -0.58 0.13
H -0.57 0.19 1.38
H 1.49 0.07 -0.51
H 0.61 -0.75 -1.21
H 0.39 -0.87 1.03
H -1.07 1.20 0.15
H -0.07 -0.64 -1.47
H 0.18 -1.47 -0.40
H -1.58 -0.14 -0.35
H 1.02 -1.02 -0.18
H -0.82 -1.09 0.39
H 0.76 1.22 -0.74
H -1.26 0.34 -0.48
H 0.38 0.28 1.65
H 0.47 1.17 1.15
H -1.10 0.94 -0.49
H 0.92 -0.91 1.02
H -1.10 -0.80 -0.81
H -0.66 0.67 1.10
O 0.16 -0.08 -0.15
H -0.37 -0.01 0.16
H -0.10 0.18 0.23
N 0.75 -2.47 -0.34
H 0.03 -0.05 -0.07
H -0.13 0.02 -0.13
H 0.85 -1.23 -0.41
H 0.01 -0.18 0.06
Mg -2.21 3.69 0.52
C 0.09 0.17 0.05
O 0.11 1.20 -0.23
O -0.33 -0.42 0.00
O -0.28 -0.15 -0.26
H 0.80 -0.78 0.11
C -0.19 0.24 -0.04
C -0.08 -0.04 0.33
C 0.06 0.09 -0.40
O -0.01 -0.09 0.21
C 0.10 -0.12 0.17
C 0.08 0.07 -0.14
C 0.12 -0.13 0.09
O -0.14 0.04 -0.14
H 0.02 -0.02 0.01
H 0.02 0.00 -0.04
H 0.00 -0.01 0.02
H 0.07 0.17 -0.02
C -0.03 -0.14 0.31
N 0.24 -0.06 -0.14
O -0.38 0.07 -0.06
O 0.12 -0.44 0.09
H 0.00 0.12 -0.14
H -0.05 -0.02 -0.12
H 0.04 0.17 0.02
C 0.10 0.00 0.17
S -0.70 -0.12 -0.09
O 0.86 -0.25 0.00
C 0.09 -0.23 -0.28
H -0.01 0.02 -0.07
H -0.08 0.09 -0.05
H 0.02 0.06 0.00
H 0.11 0.10 -0.14
H 0.17 -0.05 -0.15
H 0.13 0.00 0.13
O 0.13 -0.24 -0.02
Cl -0.41 0.70 0.46
O -0.01 -0.19 -0.15
O 0.03 0.00 0.35
O 0.33 -0.13 -0.25
C -0.15 0.24 0.12
O 0.12 -0.45 -0.12
C -0.08 0.47 -0.28
C -0.22 -0.44 0.36
O 0.21 0.39 -0.04
C -0.08 -0.13 -0.03
H 0.17 0.00 0.02
H 0.08 0.00 -0.01
H -0.07 -0.08 0.00
H -0.02 -0.04 -0.11
H 0.04 -0.05 0.01
H 0.04 0.03 0.01
H -0.07 0.05 0.06
H -0.04 0.07 -0.05
H 0.04 -0.04 0.03
H 0.12 -0.05 0.02
Na -0.17 0.39 0.51

Output
* total charge: +1
* orbital gap: 1.48 eV
* energy above the lowest of the compared OMol25 structures with the same formula, charge and spin: 72.2 kcal per mole
* maximum force: 5.90 eV/A

=====

| no. | total energy (eV) |
| --- | --- |
| 1 | -99254.3718 |
| 2 | -37683.3727 |
| 3 | -125747.9173 |